Entry 1:
7
Properties=species:S:1:pos:R:3 method="wB97M-V/def2-TZVPD" de_lowest_kcal_mol=4.92 energy_ha=-290.247765 smiles=OC(O)F
C -0.59792 -0.08516 -0.28707
O -0.42171 -1.36851 0.08582
O 0.61484 0.66916 0.15477
F -1.70906 0.46476 0.26328
H -0.66365 -0.02171 -1.37936
H 0.00047 -1.38247 0.96213
H 0.26999 1.45450 0.60755

Entry 2:
7
Properties=species:S:1:pos:R:3 method="wB97M-V/def2-TZVPD" de_lowest_kcal_mol=133.10 energy_ha=-290.043486
C 0.48419 -0.64417 -0.46265
O -0.90027 0.89030 1.26178
O -0.00558 1.14284 0.21934
F 0.91577 -0.53558 -1.71031
H 1.40191 -1.09126 0.03887
H -0.38165 -1.34023 -0.46047
H -1.51437 1.57810 1.11345

Entry 3:
8
Properties=species:S:1:pos:R:3 method="wB97M-V/def2-TZVPD" de_lowest_kcal_mol=82.89 energy_ha=-688.274734
C -1.10202 0.32538 -0.87406
O 1.17665 -3.46760 -0.64526
O 0.08471 -0.24590 -0.43151
F -2.27289 -0.50506 -0.76384
S 1.77478 -2.31563 -0.00421
H -1.09746 1.26335 -0.25581
H -1.23658 0.62841 -1.97386
H 1.13922 -2.03916 1.23868

Entry 4:
8
Properties=species:S:1:pos:R:3 method="wB97M-V/def2-TZVPD" de_lowest_kcal_mol=31.36 energy_ha=-688.356850 smiles="O=[SH](=O)CF"
C 0.70344 0.67245 -0.14935
O -1.99518 0.05646 -0.25583
O -0.74654 -1.08992 1.54487
F 1.82795 0.38813 0.57988
S -0.80754 -0.57238 0.19410
H 0.88325 0.43662 -1.24556
H 0.52620 1.78616 -0.11509
H -0.39158 -1.67752 -0.55301

Entry 5:
8
Properties=species:S:1:pos:R:3 method="wB97M-V/def2-TZVPD" de_lowest_kcal_mol=13.61 energy_ha=-897.682941
C -0.08290 0.94132 -0.24484
O 3.82626 -1.08092 0.22606
F 2.53565 1.40080 -0.38170
P 2.53632 -0.77462 -0.39216
P 1.28152 0.67806 0.93745
H 0.48109 1.77476 -0.91264
H -0.97643 1.34227 0.12668
H -0.29356 0.10130 -0.93692

Entry 6:
7
Properties=species:S:1:pos:R:3 method="wB97M-V/def2-TZVPD" de_lowest_kcal_mol=61.14 energy_ha=-613.082920
C 0.58090 0.18327 0.34379
O 1.17327 0.53752 -0.76270
F -2.17707 -0.85938 -0.30506
S -1.82858 0.59838 0.31069
H 0.23296 -0.75326 0.50954
H 0.85675 0.55639 1.34803
H 1.16177 -0.26292 -1.44430